Entry 1:
Density functional theory data (ωB97M-V/def2-TZVPD) for a 2-piece molecular cluster, NO5S overall in a non-equilibrium geometry.

HOMO-LUMO gap (spin up / spin down)   0.2273 / 0.1118 Ha
HOMO energy (spin up / spin down)   -0.1618 / -0.0982 Eh
Charge   -1

Each line ends with the natural charge from an NBO analysis.
Geometry (Å):
1 O -2.115307 0.943162 -0.406606  -0.8489
2 O 2.142855 -1.195197 -0.220006  -0.4881
3 O 2.746728 -0.693316 -2.245895  -0.4990
4 O -1.296270 1.967973 1.730685  -0.8578
5 O -1.930114 -0.494800 1.643742  -0.8465
6 S -1.570514 0.770561 0.952691  2.2447
7 N 2.022622 -1.298384 -1.454611  0.2956

Forces on atoms 1 to 6 (eV/Å):
1.057 -0.161 1.850
0.265 0.306 -0.914
0.062 -0.037 0.643
0.050 -1.026 -0.477
0.930 2.348 -1.004
-1.962 -1.248 -0.404

Entry 2:
Density functional theory data (ωB97M-V/def2-TZVPD) for NaO4S as an isolated structure in a non-equilibrium geometry.

HOMO-LUMO gap (spin up / spin down)   0.3123 / 0.2480 Ha
<S²>   0.763
Multiplicity   2
HOMO energy (spin up / spin down)   -0.3671 / -0.3562 Eh
Charge   0

Each line ends with the Löwdin spin population.
Geometry (Å):
1 O -1.174597 -0.174629 0.022717  -0.0188
2 Na -1.404041 2.082351 -0.658015  -0.0015
3 O 0.617303 -1.362161 1.185984  0.4426
4 O 0.739219 -0.951696 -1.136623  0.3047
5 S 0.281378 -0.438332 0.124297  -0.0430
6 O 0.940738 0.844468 0.461639  0.3161

Cartesian forces, eV/Å:
-0.041 0.471 0.147
0.411 -0.962 0.425
0.496 -1.085 1.035
1.197 -0.707 -1.087
-2.342 2.191 -0.335
0.279 0.093 -0.185